DFT (wB97M-V/def2-TZVPD) results for a molecular structure, C43H56Cl2N5O7Si3Ti.

## Properties
LUMO energy (alpha / beta) = 3.72 / 3.72 eV
multiplicity = 2
HOMO (alpha / beta) = -0.421 / -1.718 eV
relative energy (zero: lowest compared OMol25 entry of this formula, charge and spin) = 41.9 kcal/mol
total charge = -2
largest force on an atom = 0.847 eV/Å
M = 958.0 g/mol
⟨S²⟩ = 0.808
electronic energy = -5111.21573 a.u.

Each line ends with the Löwdin charge.
Cartesian coordinates (Å):
1 Ti 0.0640 0.0924 -0.9921  1.08
2 Cl -2.7835 0.9103 2.9938  0.74
3 C -3.4324 0.8569 1.3911  -0.57
4 C -4.8195 0.9644 1.2019  -0.12
5 C -5.3734 0.9351 -0.0475  -0.61
6 Cl -7.1078 1.0753 -0.2298  0.63
7 C -4.5589 0.7773 -1.1932  -0.18
8 C -4.9989 0.6796 -2.5312  -0.03
9 C -4.0842 0.4782 -3.5289  -0.04
10 C -2.7174 0.3748 -3.2042  -0.13
11 N -2.2832 0.4870 -1.9782  0.11
12 C -3.1709 0.6835 -0.9822  -0.16
13 C -2.5609 0.7432 0.3160  -0.41
14 O -1.2836 0.6801 0.3951  -0.16
15 H -5.4535 1.0715 2.0716  0.10
16 H -6.0559 0.7580 -2.7502  0.09
17 H -4.3960 0.3951 -4.5616  0.10
18 H -1.9613 0.2033 -3.9631  0.11
19 C -3.6311 -1.9372 5.5216  -0.11
20 O -3.7290 -3.3407 5.4015  -0.11
21 C -2.6451 -3.9733 4.8283  -0.29
22 C -1.4373 -3.3490 4.5509  -0.02
23 C -0.4126 -4.0550 3.9352  -0.02
24 C -0.5631 -5.3972 3.5657  -0.35
25 C -1.7762 -6.0170 3.9107  -0.06
26 C -2.8021 -5.3221 4.5216  -0.04
27 N 0.3951 -6.1993 2.9415  -0.03
28 N 1.3925 -5.6684 2.2685  -0.01
29 C 1.3417 -4.4771 1.6102  -0.28
30 C 2.5640 -3.8047 1.4146  -0.05
31 C 2.6571 -2.5445 0.8323  -0.01
32 C 1.5211 -1.9034 0.3786  -0.33
33 O 1.4996 -0.6955 -0.2292  -0.20
34 C 0.2976 -2.5798 0.4261  -0.16
35 N -0.7318 -1.9243 -0.1830  0.08
36 C -1.9075 -2.5209 -0.2433  -0.13
37 C -2.1234 -3.8062 0.2443  -0.05
38 C -1.0814 -4.4795 0.8599  0.00
39 C 0.1688 -3.8711 0.9995  -0.08
40 H -4.5933 -1.5939 5.8986  0.08
41 H -3.4272 -1.4642 4.5572  0.06
42 H -2.8444 -1.6449 6.2244  0.09
43 H -1.2601 -2.3068 4.7723  0.08
44 H 0.5063 -3.5239 3.7288  0.10
45 H -1.8942 -7.0658 3.6617  0.09
46 H -3.7432 -5.8060 4.7567  0.10
47 H 3.4511 -4.2877 1.8049  0.09
48 H 3.6154 -2.0443 0.7518  0.11
49 H -2.7107 -1.9696 -0.7230  0.11
50 H -3.1015 -4.2586 0.1527  0.09
51 H -1.2314 -5.4828 1.2301  0.10
52 C 4.2187 0.4470 -3.1885  -0.17
53 O 2.9001 0.6242 -2.7678  -0.31
54 Si 2.0972 2.0927 -2.5849  0.36
55 C 1.3238 2.3479 -4.2919  -0.16
56 C 3.4373 3.4421 -2.6867  -0.16
57 C 0.9552 2.0635 -1.1120  -0.43
58 Si 1.9838 2.3585 0.5634  0.36
59 C 3.6546 1.3820 0.0799  -0.19
60 C 0.2234 3.5913 2.4389  -0.21
61 C 3.0158 3.9650 0.8829  -0.15
62 Si -0.3486 3.4557 -1.2903  0.48
63 C -1.3631 3.3029 -2.9277  -0.19
64 C -1.7627 3.8727 -0.0943  -0.16
65 C 0.4977 5.1423 -1.4914  -0.17
66 H 4.9315 1.0213 -2.5903  0.07
67 H 4.3518 0.7209 -4.2459  0.08
68 H 4.4762 -0.6116 -3.0818  0.08
69 H 2.1255 2.1874 -5.0229  0.03
70 H 0.9404 3.3595 -4.4315  0.03
71 H 0.5286 1.6386 -4.5092  0.00
72 H 4.1489 3.1578 -3.4684  0.03
73 H 3.9961 3.6387 -1.7772  0.01
74 H 2.9799 4.3793 -3.0100  0.02
75 H 3.5133 0.3677 -0.2883  0.01
76 H 4.2729 1.3277 0.9843  0.01
77 H 4.2620 1.9288 -0.6460  0.00
78 H -0.6328 4.2770 2.4562  0.07
79 H 1.0714 4.1296 2.8959  0.06
80 H -0.0302 2.7473 3.0974  0.07
81 H 3.2165 4.4489 -0.0752  0.00
82 H 3.9900 3.7342 1.3247  0.02
83 H 2.5102 4.7042 1.5081  0.01
84 H -1.1107 2.4656 -3.5668  -0.02
85 H -1.2375 4.2181 -3.5172  0.03
86 H -2.4260 3.2194 -2.6869  0.01
87 H -1.9733 3.1060 0.6411  0.01
88 H -2.6756 4.0962 -0.6567  0.03
89 H -1.4795 4.7663 0.4643  0.02
90 H 1.1879 5.1829 -2.3351  0.00
91 H 1.0465 5.4003 -0.5843  0.02
92 H -0.2744 5.9023 -1.6549  0.03
93 C 1.7160 -2.3934 -2.8040  -0.01
94 C 0.5557 -1.6582 -3.4636  -0.64
95 C -0.6210 -2.6213 -3.6439  -0.02
96 C 0.9863 -1.1124 -4.8216  -0.04
97 O 0.1001 -0.5618 -2.6781  -0.28
98 H 2.1356 -3.1065 -3.5176  0.09
99 H 1.3848 -2.9497 -1.9274  0.08
100 H 2.4865 -1.6847 -2.4978  0.07
101 H -0.3259 -3.4573 -4.2840  0.08
102 H -1.4673 -2.1129 -4.1095  0.07
103 H -0.9430 -3.0209 -2.6814  0.07
104 H 1.2967 -1.9370 -5.4696  0.08
105 H 1.8227 -0.4274 -4.6950  0.07
106 H 0.1632 -0.5803 -5.3032  0.08
107 O 0.4792 3.1801 1.1411  -0.42
108 C 1.9289 1.2944 2.2029  -0.23
109 C 2.8888 1.6512 3.3464  -0.16
110 C 2.5815 0.6011 4.3971  -0.10
111 C 1.3699 -0.1212 3.8079  -0.45
112 O 0.7064 -0.9411 4.3946  0.07
113 N 1.1242 0.3276 2.4947  0.16
114 H 2.6691 2.6688 3.6780  0.10
115 H 3.9210 1.6490 2.9985  0.09
116 H 2.3298 0.9906 5.3830  0.11
117 H 3.3817 -0.1308 4.5208  0.11